A molecular structure, C34H47N5O9P2Re in a non-equilibrium geometry. Source: the Open Molecules 2025 dataset; level of theory: wB97M-V/def2-TZVPD.

Calculated values
Relative energy (zero: lowest compared OMol25 entry of this formula, charge and spin) ... 0.192 eV
LUMO energy (alpha / beta) ... 0.1 / -0.6 eV
HOMO energy (alpha / beta) ... -0.2340 / -0.2786 Ha
Total energy ... -82603.950 eV
Multiplicity ... 4

```
98
Properties=species:S:1:pos:R:3:forces:R:3:mulliken_spin:R:1
Re -0.9919 -1.1258 1.1344 1.1 -0.3 -0.6 1.8649
N -0.2882 0.7310 1.9442 0.6 -0.3 0.3 -0.0322
C -1.2977 1.3122 2.8509 -0.5 -0.1 0.7 0.0392
C -2.5050 0.3673 3.0024 -1.3 1.2 -0.2 0.0126
O -3.4531 0.6664 3.6887 0.6 0.0 0.2 0.0329
O -2.5391 -0.6768 2.1999 -0.1 0.0 -0.2 -0.0095
H 0.5163 0.3661 2.5117 -0.8 0.8 -0.6 0.0237
H 0.0243 1.4495 1.2900 0.3 -0.4 0.2 -0.0328
H -1.6307 2.3167 2.4812 0.1 -1.0 0.3 0.0020
H -0.9090 1.4234 3.8747 0.1 0.2 -0.5 -0.0006
C -3.5909 0.0990 -0.4966 -0.9 -0.6 -0.1 0.0403
P -1.8113 -0.2076 -0.8672 -0.6 1.8 0.1 -0.0997
C -1.2756 1.6657 -1.0232 -1.8 -1.1 -0.8 -0.1174
N -2.3835 2.4254 -1.0191 2.5 -1.5 0.1 0.1776
C -2.1541 3.7705 -0.9594 -0.4 0.8 -0.1 0.1468
C -3.2645 4.5870 -0.8584 -1.0 0.3 0.7 -0.0424
C -3.0957 5.9441 -0.6150 0.0 0.0 0.0 0.1009
C -1.8140 6.5162 -0.5890 0.1 -1.0 0.0 -0.0223
C -0.6830 5.7167 -0.7421 -0.8 0.4 0.1 0.0856
C -0.8688 4.3396 -0.8979 0.7 -0.2 0.2 -0.0114
N 0.2436 3.5601 -0.9142 0.0 0.1 0.1 0.4158
C 0.0436 2.2031 -1.0452 -0.6 0.4 0.0 0.1513
P 1.5748 1.6750 -1.6359 -0.5 -1.0 -1.3 -0.0330
C 2.0239 -0.0380 -1.3602 -0.3 -0.5 -0.1 0.0933
C 1.9738 2.2912 -3.3906 0.4 -0.3 0.2 0.0141
C 3.4360 1.9461 -3.7772 0.2 -0.7 -0.9 0.0028
C 0.9717 1.6507 -4.3688 0.3 -0.2 -0.4 0.0637
C 1.7940 3.8238 -3.3941 0.5 -0.4 0.1 -0.0105
C -1.9597 -0.9988 -2.5503 -0.7 0.5 0.1 -0.0094
C -2.4638 0.0084 -3.5868 -0.7 0.7 -0.4 0.0006
C -3.0346 -2.1164 -2.3084 2.2 0.8 -2.1 -0.0043
C -0.6902 -1.5747 -3.1194 0.6 -0.7 -0.6 0.0085
H -4.1877 0.4052 -1.3668 0.5 0.3 0.2 0.0043
H -3.7348 0.7956 0.3212 0.2 0.2 -0.1 0.0016
H -4.0869 -0.8206 -0.1639 0.5 -0.1 0.1 0.0037
H -4.2446 4.0653 -0.7967 0.7 0.7 -0.2 -0.0030
H -3.9358 6.5814 -0.3556 0.0 -0.1 -0.3 0.0108
H -1.7661 7.5564 -0.3724 0.3 0.7 0.0 0.0035
H 0.3523 6.0543 -0.6915 -0.4 0.2 0.0 0.0011
H 1.4018 -0.8496 -1.7530 -0.1 0.6 -0.2 -0.0217
H 2.0668 -0.2522 -0.2883 0.2 0.4 0.0 -0.0357
H 3.0094 -0.1370 -1.7958 0.4 -0.2 0.0 0.0040
H 3.6158 0.8454 -3.8497 -0.2 0.7 0.1 0.0007
H 4.1885 2.3481 -3.1014 -0.2 0.1 0.2 -0.0009
H 3.7076 2.3650 -4.7907 -0.6 -0.3 0.9 0.0000
H 1.1666 0.5771 -4.5750 -0.2 0.5 0.5 0.0029
H 1.0763 2.1111 -5.3576 0.1 0.2 0.2 0.0015
H -0.0638 1.8223 -4.0499 0.3 -0.2 0.0 -0.0345
H 2.4716 4.3133 -2.6720 -0.6 -0.2 -0.1 0.0004
H 0.7496 4.0243 -3.2217 -0.2 0.5 0.3 0.0026
H 2.0526 4.2162 -4.3722 0.1 -0.1 -0.3 0.0042
H -3.4543 0.3904 -3.3417 -0.1 0.0 0.2 0.0004
H -2.6052 -0.4922 -4.5635 0.4 0.2 0.3 -0.0004
H -1.8538 0.9388 -3.7107 -0.2 -1.1 0.1 -0.0004
H -3.9767 -1.7267 -2.1233 -1.7 0.7 0.3 0.0005
H -2.7362 -2.7748 -1.5549 0.4 -1.1 1.4 0.0007
H -3.0482 -2.6648 -3.2395 -0.3 -0.4 -0.3 0.0009
H 0.0211 -0.7909 -3.4383 -0.5 -0.3 0.0 -0.0001
H -0.9478 -2.2219 -4.0093 0.4 0.7 0.8 -0.0002
H -0.1534 -2.1814 -2.3980 0.0 -0.4 0.1 -0.0052
C 1.4806 -8.1105 2.7950 -0.1 0.4 -0.8 -0.0001
C 1.0849 -6.6536 2.8291 -1.1 -0.5 -0.3 0.0002
C 2.0412 -5.6778 2.8271 0.4 0.5 -0.3 -0.0003
C 1.6893 -4.3389 2.9177 0.6 0.6 0.6 0.0042
C 2.7921 -3.3081 2.8863 0.2 0.0 -0.3 0.0002
C 0.3652 -3.9537 3.1121 -0.9 -0.8 0.1 0.0113
C -0.6503 -4.9301 2.9977 0.6 -0.6 0.1 0.0012
C -2.1196 -4.6502 3.1023 0.9 0.0 0.5 -0.0024
C -0.2691 -6.2561 2.8428 1.1 -0.2 -0.4 -0.0011
C -0.0137 -2.6103 3.7045 0.6 -0.3 -0.9 -0.0030
O -0.0831 -2.4951 4.8916 -0.1 -0.2 1.5 0.0138
O -0.1908 -1.5822 2.9283 0.5 0.2 -0.2 0.0930
H 1.7154 -8.4266 3.7911 0.0 -0.4 0.7 0.0000
H 2.3956 -8.2662 2.1977 -0.5 0.0 0.1 0.0000
H 0.6566 -8.7195 2.4063 0.3 0.0 0.1 0.0000
H 3.0969 -5.9355 2.7167 -0.3 0.0 0.1 0.0000
H 3.7954 -3.7696 2.9064 -0.5 0.1 0.0 -0.0001
H 2.7314 -2.6210 3.7314 -0.1 0.1 -0.1 0.0000
H 2.6979 -2.7412 1.9465 0.1 0.1 0.3 -0.0015
H -2.6702 -5.1688 2.3318 -0.2 0.4 -0.5 0.0009
H -2.2401 -3.5929 3.2078 -0.7 0.7 -0.6 0.0020
H -2.4985 -5.0426 4.0217 -0.2 -0.4 0.8 0.0002
H -1.0163 -7.0144 2.6634 -0.2 -0.1 0.2 0.0000
O 1.7212 2.7390 3.5221 -1.1 -1.1 2.2 0.0000
C 2.2401 3.0043 2.5097 0.1 0.5 -1.8 0.0035
C 2.9458 4.3247 2.2414 -1.2 -0.6 -0.7 -0.0010
C 3.3012 4.1867 0.7756 0.0 0.9 -0.7 0.0052
C 2.7059 2.8605 0.4120 0.3 -0.4 -0.5 0.0068
O 2.7489 2.4628 -0.8999 1.0 1.0 1.6 0.0082
N 2.1823 2.1561 1.3307 0.3 0.6 0.0 0.0073
H 3.7376 4.3076 2.9416 1.2 0.4 0.5 -0.0001
H 2.2567 5.1435 2.4823 0.2 -0.2 -0.1 0.0000
H 4.3633 4.3135 0.5747 0.1 -0.5 -0.1 0.0003
H 2.8177 4.9177 0.1199 -0.1 0.1 0.2 -0.0013
O -1.3699 -3.1538 0.5820 1.7 -0.1 -0.3 0.0199
N -0.1827 -3.3741 0.1225 0.1 1.7 -0.9 0.0178
O 0.1568 -4.3930 -0.3691 0.2 -0.1 0.3 0.0006
O 0.6025 -2.2457 0.0723 -2.2 -1.9 1.0 0.0216
```
Forces are in eV/Å.

A molecular structure, C34H48BrN4O4P2S3Sn in a non-equilibrium geometry. Source: the Open Molecules 2025 dataset; level of theory: wB97M-V/def2-TZVPD.

Calculated values
Relative energy (zero: lowest compared OMol25 entry of this formula, charge and spin) ... 4.036 eV
LUMO energy (alpha / beta) ... -10.9 / -12.3 eV
HOMO energy (alpha / beta) ... -0.5314 / -0.5314 Ha
Net charge ... +3
Total energy ... -177120.981 eV
Multiplicity ... 1

```
97
Properties=species:S:1:pos:R:3:forces:R:3:lowdin_charge:R:1
Sn 0.0997 0.3027 0.4244 -1.5 0.9 0.9 1.5452
C -2.8228 -2.6680 0.6563 -0.3 0.1 -0.1 -0.0753
C -1.9341 -2.6547 1.8338 -0.2 -0.6 0.3 -0.6058
N -0.9337 -1.8490 2.0043 0.3 0.6 -0.4 0.0422
C -0.3610 -2.0052 3.2394 -0.1 -0.5 0.3 -0.3143
C -0.9108 -3.0181 3.9915 -0.1 0.0 -0.4 -0.2845
S -2.2101 -3.7442 3.1679 0.3 0.5 -0.2 1.1693
C 0.6429 -1.0792 3.6983 0.1 0.1 0.8 -0.3144
C 1.1039 -0.9734 4.9927 0.0 0.2 -0.4 -0.2852
S 2.1547 0.3529 5.1592 -0.2 -0.2 -0.7 1.1844
C 1.9244 0.7111 3.4733 0.4 0.1 0.6 -0.6011
N 1.1361 -0.1184 2.8601 -0.3 0.3 -0.8 0.0018
C 2.5424 1.8945 2.8377 -0.1 0.2 0.0 -0.0483
H -2.3657 -2.1126 -0.1629 -0.1 0.0 0.0 0.0233
H -3.7608 -2.1746 0.9157 -0.1 0.0 -0.1 0.1089
H -3.0633 -3.6879 0.3674 -0.1 -0.1 -0.2 0.0842
H -0.6254 -3.3513 4.9696 0.0 0.0 0.2 0.0930
H 0.8705 -1.5876 5.8380 -0.1 -0.2 0.2 0.0911
H 3.4449 2.1957 3.3629 0.1 0.0 -0.1 0.0926
H 1.8347 2.7259 2.8813 0.1 0.1 -0.1 0.1061
H 2.7621 1.6825 1.7888 0.1 0.1 0.0 0.0720
C -1.4358 1.0437 -3.1272 0.3 0.0 0.9 -0.1830
P -1.1817 -0.6937 -2.6255 0.2 -0.5 -1.4 0.9933
C -2.7651 -1.4514 -3.1205 0.1 0.0 0.7 -0.1837
C 0.0992 -1.3944 -3.7151 -0.1 0.0 0.6 -0.3869
C 0.4783 -0.9237 -4.9619 0.0 0.2 -0.1 -0.0439
C 1.4341 -1.6258 -5.6842 -0.1 0.1 0.0 -0.0231
C 2.0058 -2.7754 -5.1601 0.0 -0.1 0.0 -0.0251
C 1.6358 -3.2458 -3.9064 -0.1 0.0 0.0 -0.0614
C 0.6870 -2.5407 -3.1823 -0.2 0.2 0.4 -0.3895
P 0.0194 -2.9525 -1.5364 0.5 -0.8 -1.0 0.9943
C -0.8284 -4.5649 -1.7363 -0.3 0.5 0.2 -0.1906
C 1.3887 -3.3993 -0.4099 -0.5 0.7 0.3 -0.1921
H -0.5062 1.6014 -3.0624 0.1 0.0 0.0 0.0515
H -2.1623 1.4780 -2.4453 -0.1 0.1 0.1 0.0459
H -1.8339 1.0671 -4.1428 0.0 -0.3 -0.1 0.0802
H -2.9032 -1.2990 -4.1904 0.1 0.1 -0.1 0.0803
H -3.5684 -0.9486 -2.5855 -0.1 0.0 0.1 0.0670
H -2.7971 -2.5137 -2.8968 0.0 -0.1 0.0 0.0396
H 0.0432 -0.0255 -5.3746 0.0 0.1 -0.1 0.1181
H 1.7309 -1.2703 -6.6617 0.0 0.0 0.0 0.1309
H 2.7464 -3.3152 -5.7294 0.1 0.0 -0.1 0.1301
H 2.0910 -4.1414 -3.5139 0.1 -0.1 0.1 0.1207
H -0.1179 -5.2973 -2.1233 0.2 0.1 0.0 0.0751
H -1.6698 -4.5069 -2.4220 0.0 0.0 -0.1 0.0541
H -1.1840 -4.9034 -0.7661 0.0 -0.1 0.1 0.0510
H 2.0255 -4.1480 -0.8769 -0.1 -0.1 -0.3 0.0732
H 0.9669 -3.8051 0.5052 -0.1 -0.1 0.1 0.0559
H 1.9631 -2.5108 -0.1756 0.1 0.1 0.0 0.0024
Br -4.9939 4.3948 4.5217 0.0 -0.3 -0.4 0.7739
C -4.9633 3.4129 2.8857 0.0 0.2 0.2 -0.6451
C -6.0923 3.3861 2.0715 0.3 0.0 0.3 -0.0900
C -6.0515 2.6821 0.8810 0.1 -0.1 -0.2 -0.0491
C -4.9055 1.9972 0.5081 0.2 0.0 0.1 -0.0202
C -3.7804 2.0251 1.3312 0.0 -0.1 0.0 -0.1565
C -3.8040 2.7439 2.5202 -0.2 0.1 0.1 -0.0664
C -2.5218 1.3033 0.9735 -1.5 0.5 -0.3 -0.6760
O -1.5632 1.3829 1.7774 2.2 -0.6 0.1 -0.1197
O -2.4508 0.6728 -0.1074 0.8 -0.7 -0.7 -0.1442
H -6.9885 3.9066 2.3713 0.0 0.1 0.0 0.1143
H -6.9182 2.6710 0.2392 -0.1 0.0 0.0 0.1167
H -4.8730 1.4371 -0.4124 0.0 -0.1 -0.1 0.1074
H -2.9221 2.7668 3.1420 0.0 0.1 0.1 0.1112
C 2.7951 3.2786 -2.0825 0.1 -0.2 -0.1 -0.0571
N 1.7527 4.2047 -1.7155 -0.3 -0.3 0.1 -0.1315
C 2.1838 5.5857 -1.6718 0.1 0.4 0.0 -0.0333
C 0.6017 3.7377 -1.1718 -0.1 1.0 -0.2 -0.4824
O 0.5226 2.5594 -0.7536 -0.1 -1.3 0.6 -0.1465
N -0.4623 4.5767 -1.1131 0.5 -0.4 0.1 -0.1255
C -1.5734 4.2390 -0.2589 -0.1 -0.3 0.3 -0.0228
C -0.7330 5.6202 -2.0796 0.0 0.3 -0.2 -0.0347
H 3.2231 3.5944 -3.0356 0.1 -0.1 0.0 0.1064
H 2.3818 2.2777 -2.1774 0.0 0.1 -0.1 0.0447
H 3.5907 3.2600 -1.3326 0.0 0.0 0.0 0.0920
H 3.1831 5.6251 -1.2330 0.0 0.0 0.0 0.1021
H 1.5224 6.1860 -1.0575 0.0 0.0 0.0 0.0939
H 2.2452 6.0194 -2.6721 0.0 0.0 0.0 0.1041
H -1.2155 3.7271 0.6310 -0.1 0.1 0.1 0.0860
H -2.2914 3.5865 -0.7609 -0.1 0.0 -0.1 0.0925
H -2.0803 5.1550 0.0299 -0.1 0.0 0.1 0.1108
H -0.0196 5.5858 -2.8956 0.0 0.0 0.0 0.0885
H -0.7073 6.6108 -1.6209 0.0 0.0 0.0 0.1056
H -1.7343 5.4717 -2.4899 0.0 0.0 0.0 0.1024
O 2.2382 -0.4133 -0.8972 -0.9 -0.2 0.2 -0.7520
S 3.6432 0.0957 -1.1385 0.9 -0.4 -0.2 0.9699
C 4.7332 -1.0646 -0.2024 0.1 0.4 -0.2 -0.2745
C 5.5200 -1.8718 -1.2243 0.1 -0.2 -0.2 -0.2103
C 4.6297 -2.0257 -2.4501 0.1 0.0 0.1 -0.2290
C 4.1288 -0.6271 -2.7558 0.0 0.1 0.3 -0.2751
H 4.0802 -1.6793 0.4164 -0.2 0.1 -0.1 0.0896
H 5.3771 -0.4728 0.4424 0.0 0.1 0.1 0.0949
H 5.8196 -2.8360 -0.8167 0.1 0.0 0.1 0.1294
H 6.4246 -1.3327 -1.5080 0.1 0.0 0.0 0.1277
H 3.7850 -2.6793 -2.2267 0.0 -0.1 0.0 0.0860
H 5.1820 -2.4377 -3.2930 -0.1 -0.1 -0.1 0.1319
H 3.2694 -0.5864 -3.4211 -0.1 0.2 0.1 0.0816
H 4.9261 0.0015 -3.1515 0.0 0.1 0.0 0.1089
```
Forces are in eV/Å.

The highest multiplicity belongs to which entry? C34H47N5O9P2Re

Which of these has the lowest multiplicity? C34H48BrN4O4P2S3Sn